1.
ORCA calculation (wB97M-V/def2-TZVPD) on 7 unconnected molecules or ions with the total composition C4H25N2O7.

Last column: natural (NBO) charge in e.
CARTESIAN COORDINATES (ANGSTROEM)
C 1.636962 -1.886571 -0.587764  -0.111
O 0.602816 -2.685522 -1.154706  -0.751
C 1.080042 -1.248596 0.635328  -0.040
C 1.974720 -0.527791 1.657867  -0.431
C 2.978773 0.378309 0.965230  -0.251
N 2.310201 1.703924 0.829476  -0.859
N 0.045417 -0.183031 0.143628  -0.740
H 2.068630 -1.231689 -1.364772  0.208
H 2.460024 -2.554424 -0.250632  0.206
H 0.807412 -3.618386 -1.227438  0.499
H 0.518259 -1.958407 1.267522  0.230
H 2.535281 -1.373578 2.061589  0.228
H 1.419168 -0.134327 2.522160  0.246
H 3.345780 -0.009052 -0.002216  0.195
H 4.000768 0.475673 1.383458  0.206
H 0.140822 -0.089826 -0.868395  0.453
H 2.794479 2.289232 0.139670  0.373
H 2.689556 2.264340 1.606848  0.365
H 0.067723 0.753711 0.584476  0.478
H -0.888243 -0.584634 0.257567  0.463
H -1.678092 -2.885216 1.059434  0.473
H -2.968824 -2.264303 1.044816  0.488
O -2.153112 -2.196533 1.564265  -0.951
H -0.622289 1.779458 -2.118055  0.475
H 0.053045 2.062122 -3.401278  0.473
O -0.280669 1.309172 -2.884704  -0.945
H -1.474449 0.278378 2.462968  0.487
H -2.131483 1.707726 2.881818  0.500
O -1.406868 1.242755 2.426982  -0.982
H -4.095715 1.015298 0.834789  0.476
H -3.162766 0.167728 0.042652  0.461
O -4.109766 0.339228 0.146223  -0.938
H 1.382522 3.598451 -2.552933  0.480
H 0.720760 4.178816 -1.253686  0.486
O 1.007415 3.368404 -1.688760  -0.964
H -1.794481 -1.190004 -2.126960  0.501
H -2.858461 -0.349367 -1.686528  0.500
O -1.935971 -0.520403 -1.443158  -0.986

Forces on the atoms, in the same order (eV/Å):
1.28 -2.06 0.01
-0.68 0.59 -0.27
-1.44 2.63 1.74
1.73 -2.01 -0.80
0.81 1.18 -0.32
1.55 1.09 0.13
-0.05 -0.95 0.15
-0.43 0.08 0.49
-0.24 0.45 -0.19
0.42 -0.01 0.06
-0.02 0.06 -0.85
0.20 -0.04 0.35
0.10 0.33 -0.64
-1.07 -0.01 -0.05
-0.78 -0.13 0.95
-0.02 0.46 -0.04
-0.50 -0.68 -0.77
-0.92 -0.51 0.45
0.54 -0.45 0.01
-0.04 0.11 -0.01
0.36 0.25 0.66
-0.44 0.61 0.50
0.18 -0.63 -1.27
-0.07 -0.04 0.10
-0.07 -0.63 0.07
0.02 0.25 -0.36
-0.73 0.35 0.58
0.38 -0.88 -0.11
0.28 0.29 -0.50
-0.40 0.02 -0.07
-0.26 -0.09 0.09
0.62 0.09 0.24
-0.10 0.29 0.51
0.18 0.14 -0.27
0.12 -0.01 -0.05
0.90 -0.16 0.12
-0.14 0.63 0.31
-1.30 -0.65 -0.95

Summary:
- Maximum force: 3.5 eV/Å
- Calculated total energy: -803.33367 Ha
- Kohn-Sham gap: 10.66 eV
- Relative energy (zero: lowest compared OMol25 entry of this formula, charge and spin): 72.5 kcal per mole
- Total charge: +1

=====

2.
ORCA calculation (wB97M-V/def2-TZVPD) on 2 unconnected molecules or ions with the total composition H4INSi.

Last column: natural (NBO) charge in e.
CARTESIAN COORDINATES (ANGSTROEM)
N 2.977155 -0.430335 0.217995  -1.260
Si 1.509456 0.164616 -0.114088  1.308
H 3.228358 -1.347108 0.472140  0.370
H -0.042837 0.056033 0.113258  -0.194
H 1.782648 1.461006 -0.509804  -0.225
I -5.323681 -0.274097 0.320972  -0.094
H -4.131096 0.369883 -0.500471  0.094

Forces on the atoms, in the same order (eV/Å):
-1.67 0.71 -0.71
0.27 -0.85 1.13
0.20 -1.25 0.54
1.32 -0.61 -0.16
-0.12 2.00 -0.81
-0.31 -0.17 0.22
0.31 0.17 -0.22

Summary:
- Maximum force: 2.2 eV/Å
- Calculated total energy: -644.25397 Ha
- Kohn-Sham gap: 9.71 eV
- Relative energy (zero: lowest compared OMol25 entry of this formula, charge and spin): 77.0 kcal per mole
- SMILES: N=[SiH2].I
- Total charge: 0

=====

3.
ORCA calculation (wB97M-V/def2-TZVPD) on C5H6N2O in the gas phase.

Last column: natural (NBO) charge in e.
CARTESIAN COORDINATES (ANGSTROEM)
C -0.306131 2.162705 1.422833  -0.674
C -0.165135 1.044790 0.409907  0.421
C -1.003595 0.694508 -0.643397  -0.413
C -1.194955 -0.673462 -1.075723  0.080
N -0.472603 -1.669646 -0.837755  -0.287
N 0.858505 -1.685192 -0.623678  -0.312
C 1.373487 -0.814040 0.159876  0.395
O 0.892764 0.239866 0.730266  -0.520
H 0.579049 2.817359 1.208942  0.235
H -1.264330 2.710944 1.368225  0.239
H -0.192065 1.769408 2.473493  0.247
H -1.499169 1.526506 -1.044219  0.222
H -2.133678 -0.729860 -1.669108  0.188
H 2.444740 -1.016427 0.409593  0.177

Forces on the atoms, in the same order (eV/Å):
1.10 0.13 -0.29
-2.22 -1.27 -1.78
3.19 1.55 2.57
-0.27 1.27 -0.98
-2.35 -2.04 -1.68
1.65 1.50 1.66
2.03 -3.29 -2.17
-0.65 2.08 3.19
-0.86 -0.06 0.58
0.65 -0.33 -0.30
-0.05 0.18 -1.20
-1.51 0.61 -0.38
0.24 -0.91 0.94
-0.94 0.59 -0.16

Summary:
- Maximum force: 4.4 eV/Å
- Calculated total energy: -378.74110 Ha
- Kohn-Sham gap: 8.04 eV
- Relative energy (zero: lowest compared OMol25 entry of this formula, charge and spin): 81.5 kcal per mole
- SMILES: CC1=CC=NN=CO1
- Total charge: 0

=====

4.
ORCA calculation (wB97M-V/def2-TZVPD) on 3 unconnected molecules or ions with the total composition C13H31BN3O7.

Last column: natural (NBO) charge in e.
CARTESIAN COORDINATES (ANGSTROEM)
C -0.062530 0.575972 -0.406424  -0.142
C -0.713855 1.428421 -1.189066  -0.127
C -1.293252 2.616149 -2.087453  -0.287
N -2.530695 3.275204 -1.511824  -0.449
C -3.084932 4.386325 -1.998082  0.697
N -2.421821 5.009224 -3.199951  -0.854
N -4.299734 5.073778 -1.477260  -0.182
O -3.881327 5.819526 -0.371868  -0.511
C -5.373796 4.124847 -1.033768  -0.630
B -6.014484 3.203769 -2.218415  1.149
O -5.277898 2.380432 -3.169041  -0.918
O -7.478504 3.147966 -2.327456  -0.870
H 0.371619 -0.255763 0.282435  0.311
H -0.498578 3.465397 -2.181335  0.279
H -1.592189 2.236538 -3.140374  0.278
H -2.965162 2.810287 -0.695627  0.461
H -2.186920 5.989275 -2.899372  0.411
H -3.180517 5.161639 -3.907521  0.414
H -2.896653 5.940004 -0.511589  0.465
H -6.232190 4.781156 -0.591459  0.295
H -4.943333 3.501445 -0.139241  0.212
H -4.783941 3.044094 -3.733538  0.486
H -7.629622 2.207820 -2.642909  0.507
C 3.297233 -2.172000 2.896015  -0.265
O 1.909830 -1.933917 2.686769  -0.572
C 1.085244 -2.784824 3.486836  -0.091
C 0.573746 -2.055930 4.730588  -0.088
O 1.642325 -1.715537 5.611727  -0.547
C 2.037774 -0.355751 5.487774  -0.257
H 3.852829 -1.321055 2.494324  0.189
H 3.541079 -2.273659 3.956209  0.193
H 3.600925 -3.075679 2.361402  0.177
H 1.623886 -3.698181 3.762036  0.187
H 0.228827 -3.071578 2.870992  0.179
H -0.091965 -2.727724 5.279869  0.192
H -0.000729 -1.164390 4.454759  0.168
H 1.316595 0.287155 6.004295  0.170
H 2.120867 -0.046134 4.441151  0.173
H 3.014856 -0.239211 5.960854  0.197
C 2.939973 -3.281111 -3.530048  -0.258
O 2.384628 -2.380113 -2.579785  -0.558
C 1.647070 -3.052622 -1.557830  -0.087
C 2.473357 -3.198805 -0.279660  -0.090
O 3.600257 -4.049799 -0.481282  -0.551
C 4.804492 -3.320175 -0.679863  -0.257
H 3.709476 -2.748397 -4.093622  0.192
H 3.400758 -4.149078 -3.052129  0.186
H 2.162188 -3.613281 -4.222197  0.169
H 1.296302 -4.028252 -1.912125  0.182
H 0.769395 -2.438203 -1.339303  0.168
H 1.850577 -3.669141 0.486669  0.187
H 2.788960 -2.219911 0.097714  0.174
H 5.172889 -2.946490 0.281897  0.167
H 4.667541 -2.482114 -1.370368  0.180
H 5.549114 -3.997623 -1.102554  0.197

Forces on the atoms, in the same order (eV/Å):
-3.99 4.39 -4.15
3.17 -3.45 4.03
1.70 -0.88 -0.21
-1.05 1.76 -0.53
0.80 -0.59 -1.03
-1.50 -0.16 2.19
0.51 -2.72 -1.86
2.11 0.63 0.71
-0.31 0.44 1.40
-2.51 -0.89 -1.13
-0.03 2.91 0.86
3.85 -1.74 0.61
-0.92 1.97 -1.66
-1.40 -1.79 0.07
0.68 0.56 1.83
0.18 0.39 -0.54
-0.13 -0.97 -0.43
0.66 -0.12 0.82
-1.53 0.36 0.69
1.66 -1.12 -0.80
-1.05 0.78 -1.41
-0.61 -1.44 0.60
-0.23 1.62 -0.01
0.05 0.11 -0.11
-0.01 -0.11 0.31
-0.16 0.50 -0.01
0.41 -0.41 0.15
-0.13 0.20 -0.44
0.03 -0.05 0.14
-0.12 -0.06 -0.02
-0.08 -0.01 -0.04
0.10 -0.08 0.04
-0.01 0.11 0.05
-0.05 -0.05 0.00
-0.02 0.00 -0.04
0.07 -0.03 -0.07
0.04 0.07 -0.06
-0.03 -0.05 0.06
-0.13 -0.09 0.02
0.07 0.15 -0.08
-0.06 -0.34 0.21
0.44 0.38 0.08
-0.08 -0.51 -0.32
-0.09 0.42 -0.11
0.05 -0.11 0.02
-0.14 0.02 0.08
-0.06 0.04 0.02
0.01 -0.11 -0.06
0.08 0.03 0.07
-0.09 0.00 0.02
-0.02 0.06 0.02
-0.04 -0.03 -0.10
0.06 0.08 -0.07
-0.04 -0.06 0.07
-0.12 -0.01 0.10

Summary:
- Maximum force: 7.2 eV/Å
- Calculated total energy: -1229.23155 Ha
- Kohn-Sham gap: 5.66 eV
- Total charge: +1

=====

5.
ORCA calculation (wB97M-V/def2-TZVPD) on 2 unconnected molecules or ions with the total composition C5H13N2O2.

Last column: natural (NBO) charge in e.
CARTESIAN COORDINATES (ANGSTROEM)
O 0.613064 3.072701 0.144588  -0.498
C -0.358730 2.374149 0.042157  0.414
C -0.112887 0.888584 -0.307343  -0.099
C -0.141723 0.118934 1.007049  -0.514
C -0.818088 -1.217946 0.918923  0.211
C -1.769526 -1.532361 0.028852  -0.580
N -0.271677 -2.307486 1.597152  -0.820
N 1.387120 0.799895 -0.910271  -0.730
H -1.380020 2.778117 0.139414  0.178
H -0.635031 0.585715 -1.212218  0.267
H 0.891458 -0.033373 1.317508  0.246
H -0.303097 0.594825 1.983052  0.286
H -2.231957 -0.677003 -0.490744  0.189
H -2.254160 -2.412211 -0.389954  0.244
H -0.792504 -3.174277 1.596866  0.411
H 0.430771 -2.163324 2.346506  0.396
H 1.955442 1.307971 -0.225471  0.436
H 1.681335 1.142762 -1.815144  0.447
H 1.532973 -0.271836 -0.883818  0.475
H -0.075377 -1.813887 -1.655980  0.516
H 1.440451 -2.203117 -1.827308  0.504
O 0.810952 -1.468252 -1.868394  -0.976

Forces on the atoms, in the same order (eV/Å):
-0.20 0.34 0.29
0.98 -0.08 -0.98
1.30 1.93 -0.92
0.56 -1.35 0.51
-0.07 -3.12 -0.55
-1.26 2.63 -1.69
1.46 1.12 1.17
-0.35 -1.25 3.01
-0.01 -0.38 0.18
-0.84 -0.43 0.81
0.67 -0.67 -0.69
-1.40 0.95 -0.63
0.28 -0.22 0.21
0.57 -0.52 1.16
0.15 0.34 0.23
-1.04 -0.34 -0.88
0.11 -0.09 -0.13
-0.86 0.24 -0.53
-0.16 1.64 -0.47
0.32 -0.07 0.15
-0.42 -0.12 -0.20
0.20 -0.54 -0.04

Summary:
- Maximum force: 3.4 eV/Å
- Calculated total energy: -457.99518 Ha
- Kohn-Sham gap: 8.92 eV
- Relative energy (zero: lowest compared OMol25 entry of this formula, charge and spin): 54.8 kcal per mole
- Total charge: +1

=====

6.
ORCA calculation (wB97M-V/def2-TZVPD) on a molecular structure, C6H12N2.

Last column: natural (NBO) charge in e.
CARTESIAN COORDINATES (ANGSTROEM)
C -2.761604 -0.338814 -0.142671  -0.656
C -1.661074 0.573138 0.333157  -0.239
C 0.677462 1.287430 -0.480576  -0.200
C 1.977056 0.594144 0.240299  -0.063
C 1.876455 -0.768394 -0.394094  -0.176
C 0.448960 -0.981826 0.105860  -0.212
H -2.284861 -0.936365 -1.244217  0.227
H -4.033331 -0.092086 -0.270109  0.250
H -2.700694 -1.339571 0.596299  0.209
H -1.764148 1.538078 -0.072995  0.207
H -1.476344 0.452349 1.418437  0.188
H 0.386984 2.095110 0.040210  0.186
H 0.836784 1.318890 -1.594502  0.205
H 1.914179 0.782692 1.360250  0.167
H 3.439229 -0.310601 0.902141  0.348
H 2.014748 -0.833563 -1.369598  0.194
H -0.072367 -1.861583 -0.480080  0.184
H 0.293597 -1.124639 1.237905  0.158
N -0.279420 0.099859 -0.208697  -0.477
N 3.168384 -0.154254 0.022986  -0.498

Forces on the atoms, in the same order (eV/Å):
-1.43 -5.61 -1.61
2.79 -2.66 0.13
2.71 -4.93 -1.86
-1.55 3.22 -0.35
-0.92 -0.23 5.18
-0.77 -6.70 2.23
-1.91 2.21 3.08
4.31 -0.19 0.46
-0.56 2.59 -1.88
-0.08 1.37 0.12
-0.88 0.89 -0.10
-1.09 3.21 1.25
-0.24 0.82 1.19
-0.98 -0.84 -1.21
1.79 -1.18 4.14
-0.35 0.08 -4.45
1.24 0.72 1.41
0.88 -0.84 -0.97
-1.95 7.38 -2.76
-1.01 0.69 -3.97

Summary:
- Maximum force: 8.1 eV/Å
- Calculated total energy: -345.01472 Ha
- Kohn-Sham gap: 8.85 eV
- Relative energy (zero: lowest compared OMol25 entry of this formula, charge and spin): 196.5 kcal per mole
- Total charge: 0